Molecular formula: C30H52P2Ti
Method: DFT, the ωB97M-V functional and the def2-TZVPD basis

Atoms and positions in Å:
Ti: -1.3222 1.2467 -0.9816
C: -0.7604 2.6464 0.8900
C: -2.0888 1.9891 1.0247
C: -0.5841 0.9197 2.4421
C: 0.1200 1.9634 1.7924
C: -1.9179 0.8735 1.9645
C: -0.5243 3.9919 0.2869
H: -1.3959 4.3966 -0.2336
H: 0.3007 4.0054 -0.4335
H: -0.2670 4.7326 1.0547
C: 1.5026 2.3907 2.1557
H: 1.7402 3.3631 1.6905
H: 2.2324 1.6452 1.7873
H: 1.6501 2.4838 3.2540
C: 0.0050 0.1918 3.6168
H: 0.3023 0.9229 4.4031
H: 0.9200 -0.3551 3.3208
H: -0.7044 -0.5181 4.0775
C: -3.0418 0.2088 2.6743
H: -3.1839 0.6586 3.6661
H: -2.8924 -0.8578 2.8445
H: -4.0013 0.3047 2.1659
C: -3.3831 2.6997 0.7479
H: -3.6974 3.2906 1.6429
H: -4.1850 1.9633 0.5128
H: -3.2212 3.4097 -0.0925
C: -0.4774 0.5493 -4.0070
C: -0.9172 1.8106 -3.6184
C: -2.3321 2.3802 -3.8329
C: -3.4587 1.5088 -3.2291
C: -2.9187 0.7517 -2.0534
C: -2.0198 -0.3785 -2.0997
C: -2.0374 -1.2866 -3.3780
C: -1.3511 -0.5830 -4.5128
H: -2.4999 2.5954 -4.9243
H: -3.9215 0.8187 -3.9541
H: -2.2782 3.3588 -3.3064
H: -2.1145 -0.1851 -5.1982
H: 0.5950 0.4196 -4.2326
H: -0.1493 2.6053 -3.5834
H: -0.7223 -1.2258 -5.1477
H: -1.6097 -2.2835 -3.1938
H: -2.1106 -1.0116 -1.1832
H: -3.0850 -1.5019 -3.6910
H: -4.2369 2.2124 -2.8920
H: -3.5264 0.6975 -1.1406
P: 1.9348 -0.5462 -1.0951
P: -0.9031 -2.0026 0.5427
C: 0.9992 -1.9569 -1.7739
C: 0.1390 -2.8271 -0.7939
H: 1.8607 -2.5764 -2.0938
H: 0.4417 -1.6974 -2.6997
H: -0.4920 -3.4938 -1.4137
H: 0.8432 -3.4534 -0.2195
C: -0.3209 -2.6859 2.1567
H: -0.9696 -2.3481 2.9792
H: 0.6720 -2.2565 2.3458
H: -0.2744 -3.7975 2.1912
C: -2.5666 -2.8325 0.5208
H: -2.5277 -3.9048 0.2569
H: -3.2216 -2.2857 -0.1739
H: -3.0343 -2.7063 1.5112
C: 3.5193 -0.3076 -1.8411
H: 3.7815 0.7533 -1.7447
H: 3.4659 -0.6036 -2.8948
H: 4.2166 -0.9393 -1.2814
C: 1.0467 0.9615 -1.4820
H: 0.8011 1.5883 -0.5814
H: 0.1821 0.4141 -2.0170
H: 1.5874 1.5775 -2.2358
C: 4.7552 -1.7230 1.2018
C: 3.7413 -1.3925 2.3042
C: 3.3642 -2.6673 3.0578
C: 4.2308 -0.2678 3.2032
C: 2.5423 -0.9129 1.6173
C: 1.8978 -0.5944 0.6208
H: 5.6420 -2.2423 1.5929
H: 5.0697 -0.7869 0.7109
H: 4.2940 -2.3879 0.4446
H: 4.2293 -3.1680 3.5239
H: 2.6411 -2.4129 3.8454
H: 2.9128 -3.3805 2.3465
H: 4.4730 0.6277 2.6194
H: 3.4662 0.0131 3.9320
H: 5.1294 -0.5967 3.7209

- E_HOMO (eV) = -12.7
- energy above the lowest of the compared OMol25 structures with the same formula, charge and spin (kJ/mol) = 0.0
- frontier orbital gap (eV) = 6.33
- net charge = +2

=====

Molecular formula: C40H42Cl3N6O8S3ScSe
Method: DFT, the ωB97M-V functional and the def2-TZVPD basis

Atoms and positions in Å:
Sc: -1.1242 -0.3524 0.6194
C: -4.0596 -1.6089 -0.4910
N: -3.1390 -2.2228 0.4860
C: -2.6145 -3.4844 -0.0723
C: -1.2794 -3.3467 -0.7658
N: -0.2162 -2.8388 0.1301
C: -0.1396 -3.6609 1.3505
C: 1.0519 -2.9044 -0.6012
C: 1.5802 -4.1676 -0.8745
C: 2.7549 -4.3376 -1.5827
C: 3.4116 -3.2010 -2.0485
C: 2.8943 -1.9511 -1.7848
C: 1.7123 -1.7496 -1.0368
S: 1.1984 -0.1287 -0.6861
C: -3.7938 -2.4620 1.7624
C: -4.9670 -3.2158 1.7865
C: -5.6283 -3.5026 2.9678
C: -5.0924 -3.0227 4.1604
C: -3.9225 -2.2904 4.1471
C: -3.2308 -1.9926 2.9569
S: -1.7069 -1.1540 3.0551
H: -4.9739 -2.2032 -0.6089
H: -3.5569 -1.5642 -1.4587
H: -4.3109 -0.6013 -0.1761
H: -3.3193 -3.8860 -0.8133
H: -2.5537 -4.2164 0.7333
H: -1.3480 -2.6889 -1.6412
H: -1.0097 -4.3500 -1.1299
H: -0.2393 -4.7307 1.1176
H: -0.9144 -3.3649 2.0526
H: 0.8170 -3.4953 1.8345
H: 1.0500 -5.0436 -0.5229
H: 3.1401 -5.3309 -1.7759
H: 4.3245 -3.2938 -2.6256
H: 3.3996 -1.0690 -2.1571
H: -5.3704 -3.5886 0.8523
H: -6.5430 -4.0821 2.9570
H: -5.5888 -3.2236 5.1033
H: -3.4988 -1.9220 5.0727
C: -4.5539 0.8511 -5.3351
C: -3.2684 1.0218 -6.1358
C: -1.9964 0.7228 -5.3311
C: -0.7631 0.8715 -6.2375
C: 0.5594 0.6352 -5.5151
C: -1.8878 1.7653 -4.2344
O: -1.8867 2.9597 -4.4809
N: -1.7778 1.2820 -2.9712
C: -1.7962 -0.0863 -2.6431
O: -1.6743 -0.3055 -1.4251
N: -1.9368 -1.0635 -3.5238
C: -2.0552 -0.7377 -4.8350
O: -2.1964 -1.5879 -5.7066
H: -5.4302 1.0620 -5.9511
H: -4.5833 1.5296 -4.4799
H: -4.6505 -0.1689 -4.9583
H: -3.1907 2.0493 -6.4975
H: -3.2663 0.3460 -6.9929
H: -0.7865 1.8787 -6.6609
H: -0.8858 0.1498 -7.0476
H: 0.7349 1.3853 -4.7417
H: 1.3970 0.6797 -6.2140
H: 0.5809 -0.3444 -5.0335
H: -1.7454 1.9397 -2.1882
Cl: -1.6902 6.2802 1.1822
C: -0.3433 5.3095 1.7104
C: 0.7937 5.2233 0.9227
C: 1.8384 4.4444 1.3649
C: 1.8131 3.7328 2.5713
C: 3.0573 2.8759 2.7942
C: 3.1171 1.8767 3.9565
N: 2.5780 0.5923 3.5348
C: 3.2838 -0.5749 3.3403
C: 2.4424 -1.4042 2.6580
N: 1.2470 -0.7737 2.4160
C: 1.3615 0.4078 2.9618
O: 4.1687 3.7840 2.8757
C: 5.2338 3.4864 1.9936
C: 6.0398 2.2686 2.3395
C: 5.9758 1.0670 1.7010
Cl: 4.8791 0.6096 0.4854
S: 7.1012 -0.0716 2.3094
C: 7.6936 1.0553 3.4537
C: 7.0435 2.2440 3.3628
C: 0.6522 3.8511 3.3188
Cl: 0.3997 3.0568 4.8660
C: -0.4255 4.6240 2.8978
H: 0.8420 5.7382 -0.0258
H: 2.7146 4.3529 0.7374
H: 3.1402 2.2646 1.8887
H: 2.5997 2.2269 4.8446
H: 4.1680 1.7341 4.2066
H: 4.2930 -0.6897 3.6945
H: 2.6504 -2.3945 2.2896
H: 0.6104 1.1816 2.9202
H: 5.8941 4.3542 2.0505
H: 4.8640 3.4082 0.9664
H: 8.4888 0.7824 4.1267
H: 7.2591 3.0967 3.9918
H: -1.3331 4.6368 3.4801
O: -2.9281 0.7621 0.7448
Se: -2.1733 2.2507 0.9411
O: -2.5942 2.9950 2.3175
O: -0.6023 1.6002 1.0640
O: -2.2882 3.1488 -0.4071

- E_HOMO (eV) = -2.2
- frontier orbital gap (eV) = 5.37
- net charge = -2

=====

Molecular formula: C13H17BrN2W
Method: DFT, the ωB97M-V functional and the def2-TZVPD basis

Atoms and positions in Å:
C: 1.6599 4.6027 1.4720
C: 1.5425 4.9823 -0.0052
H: 0.7058 4.7552 1.9885
H: 2.4098 5.2276 1.9691
H: 1.9581 3.5604 1.5979
H: 0.8858 4.2960 -0.5476
H: 1.1359 5.9945 -0.1050
H: 2.5231 4.9747 -0.4926
C: -0.3290 -1.2444 2.4193
C: -1.1309 -2.0848 3.1541
C: -2.0209 -2.9591 2.5237
C: -2.1034 -2.9834 1.1370
H: 0.3058 -0.4632 2.8249
H: -1.0763 -2.0439 4.2380
H: -2.6638 -3.6059 3.1149
H: -2.8198 -3.5885 0.5715
N: -0.3141 -1.3858 1.0572
C: -1.2102 -2.2124 0.4028
C: -1.0440 -2.1763 -1.0184
N: -0.0029 -1.3484 -1.3882
C: 0.2562 -1.1310 -2.7113
C: -1.5295 -2.6526 -3.3077
C: -0.5312 -1.7412 -3.6680
H: 1.0987 -0.4707 -2.9121
H: -0.3478 -1.5072 -4.7176
C: -1.7924 -2.8630 -1.9661
H: -2.5815 -3.5210 -1.6053
H: -2.0908 -3.1788 -4.0735
W: 1.1776 -0.5214 0.0297
C: 1.1824 1.5260 -0.0345
H: 0.2778 1.9398 -0.4873
H: 2.0356 1.7817 -0.6738
H: 1.3395 1.9785 0.9460
Br: 3.0937 -1.9363 0.2677

- E_HOMO (alpha / beta) (eV) = -14.6 / -16.5
- energy above the lowest of the compared OMol25 structures with the same formula, charge and spin (kJ/mol) = 3.0
- frontier orbital gap (alpha / beta) (eV) = 4.87 / 7.25
- spin multiplicity = 3
- net charge = +2

=====

Molecular formula: C30H52O30
Method: DFT, the ωB97M-V functional and the def2-TZVPD basis

Atoms and positions in Å:
C: 6.2464 -0.1633 -0.6107
C: 5.5998 1.1416 -0.9468
O: 5.6974 1.2650 -2.3042
C: 5.8998 -0.0110 -2.7629
O: 6.0174 -0.2589 -3.9254
O: 6.0200 -0.8591 -1.7527
H: 5.6410 -0.5796 0.1945
H: 7.2930 -0.1156 -0.3100
H: 6.1854 1.9922 -0.5979
H: 4.5402 1.2184 -0.7031
C: -2.7806 2.4763 -11.5241
C: -1.7947 3.6314 -11.6121
O: -1.4259 3.7389 -10.3012
C: -2.1417 3.0394 -9.4719
O: -1.9334 3.0925 -8.2589
O: -2.8861 2.2036 -10.1490
H: -2.4226 1.5315 -11.9331
H: -3.7693 2.7649 -11.8807
H: -2.2875 4.5618 -11.8943
H: -1.0897 3.2954 -12.3725
C: -6.8986 -1.7376 3.8981
C: -6.6950 -0.3154 3.4915
O: -7.2060 -0.2661 2.1376
C: -7.9120 -1.4190 1.9354
O: -8.7015 -1.6481 0.9566
O: -7.8369 -2.2576 3.0344
H: -7.3457 -1.8437 4.8865
H: -5.9959 -2.3342 3.7665
H: -5.6147 -0.1739 3.5241
H: -7.0915 0.3809 4.2304
C: -0.6373 -0.2761 -2.5105
C: -1.1136 0.9670 -1.8617
O: -1.4443 0.5575 -0.5921
C: -0.9995 -0.6168 -0.3549
O: -1.0835 -1.3106 0.6445
O: -0.4209 -1.1007 -1.4667
H: 0.2262 -0.1163 -3.1562
H: -1.4107 -0.7227 -3.1353
H: -1.9924 1.3730 -2.3628
H: -0.3663 1.7604 -1.8764
C: -2.2011 -5.0544 7.5027
O: -3.0655 -4.6773 8.6019
C: -3.9070 -5.5910 9.1736
O: -4.0128 -6.7863 8.8542
O: -4.6950 -4.8835 10.0176
C: -5.6432 -5.4756 10.8593
H: -2.8108 -5.4649 6.6978
H: -1.3768 -5.7260 7.7428
H: -1.7229 -4.1653 7.0918
H: -5.3567 -6.4772 11.1800
H: -6.5788 -5.3666 10.3107
H: -5.6067 -4.8447 11.7474
C: 7.9108 -5.8077 1.7469
O: 6.6479 -5.8018 1.0760
C: 5.5484 -5.9396 1.8285
O: 5.4705 -6.1448 3.0644
O: 4.4842 -6.0152 1.0390
C: 3.1914 -6.2955 1.6666
H: 8.0020 -5.1596 2.6185
H: 8.7476 -5.5579 1.0946
H: 8.0903 -6.8390 2.0507
H: 3.0434 -5.6150 2.5051
H: 3.1052 -7.3522 1.9195
H: 2.3917 -6.0460 0.9693
C: 0.3647 1.5657 7.2889
O: 1.0473 1.2600 8.4514
C: 2.0430 2.0561 8.9182
O: 2.4954 3.0227 8.3775
O: 2.4555 1.5175 9.9941
C: 3.6497 1.9686 10.6850
H: 0.6407 0.7324 6.6427
H: 0.6048 2.4272 6.6659
H: -0.7150 1.4654 7.4000
H: 3.5525 1.7578 11.7500
H: 3.7161 3.0566 10.6946
H: 4.5574 1.5890 10.2159
C: -5.0799 -9.4199 -4.4512
O: -3.8997 -8.7211 -4.8656
C: -3.6310 -7.3938 -4.3606
O: -2.6132 -6.7462 -4.4343
O: -4.7402 -6.9710 -3.6300
C: -4.7392 -5.6387 -3.1000
H: -4.8086 -10.4470 -4.6954
H: -5.9585 -9.0861 -5.0032
H: -5.3766 -9.4556 -3.4030
H: -3.8322 -5.4630 -2.5215
H: -5.6712 -5.3794 -2.5976
H: -4.7129 -4.9166 -3.9160
C: 3.0294 5.7479 2.6104
O: 2.6910 6.0997 1.2804
C: 1.3627 6.3245 0.9281
O: 0.4096 6.2632 1.7468
O: 1.3086 6.6439 -0.3527
C: 0.0342 6.8378 -1.0130
H: 2.1893 5.1837 3.0155
H: 3.3656 6.6030 3.1969
H: 3.7753 4.9545 2.5616
H: -0.2059 7.8627 -1.2958
H: -0.7611 6.3552 -0.4450
H: 0.0207 6.3618 -1.9935
C: 3.4886 6.6846 -6.8201
O: 3.1660 8.1037 -6.8483
C: 3.0510 8.7500 -7.9406
O: 3.3668 8.2917 -9.0395
O: 2.7006 10.0130 -7.6300
C: 2.7551 11.1130 -8.5903
H: 4.5212 6.6223 -7.1637
H: 2.9068 6.0544 -7.4926
H: 3.3627 6.2217 -5.8414
H: 3.5236 10.8873 -9.3296
H: 3.0292 12.0005 -8.0200
H: 1.8354 11.4611 -9.0605

- E_HOMO (eV) = -10.5
- energy above the lowest of the compared OMol25 structures with the same formula, charge and spin (kJ/mol) = 533.2
- structure (SMILES) = COC(=O)OC.COC(=O)OC.COC(=O)OC.COC(=O)OC.COC(=O)OC.COC(=O)OC.O=C1OCCO1.O=C1OCCO1.O=C1OCCO1.O=C1OCCO1
- frontier orbital gap (eV) = 10.50

=====

| no. | F_max (eV/A) |
| --- | --- |
| 1 | 2.8 |
| 2 | 1.3 |
| 3 | 1.5 |
| 4 | 6.3 |